{
  "formula": "C2H6O2",
  "method": "ωB97M-V/def2-TZVPD",
  "elements": ["C", "H", "H", "O", "H", "O", "C", "H", "H", "H"],
  "coordinates": [[-0.82, 0.63, -0.13], [0.67, -0.82, 1.59], [0.34, 1.27, -1.57], [0.30, 1.36, -0.74], [0.74, -2.00, 0.48], [-0.55, -0.72, -0.20], [0.66, -1.05, 0.42], [-1.03, 0.88, 0.78], [-1.90, 0.84, -0.68], [1.59, -0.39, 0.04]],
  "smiles": "COCO",
  "e_tot_ha": -230.17269,
  "lumo_energy_ev": 1.0,
  "orbital_gap_ev": 11.18
}

=====

{
  "formula": "C13H23BrO5",
  "method": "ωB97M-V/def2-TZVPD",
  "elements": ["H", "O", "H", "H", "H", "C", "C", "H", "C", "O", "O", "H", "H", "H", "H", "C", "H", "H", "H", "H", "C", "H", "C", "H", "H", "H", "H", "C", "H", "C", "C", "H", "H", "C", "O", "O", "Br", "H", "C", "C", "C", "H"],
  "coordinates": [[2.86, 3.00, 2.25], [0.45, 2.12, 1.58], [1.90, 1.07, 0.54], [1.79, 1.19, -2.34], [-2.70, -0.33, 0.89], [-3.96, -2.47, -1.55], [-3.13, -0.54, -0.09], [1.68, 3.66, 3.38], [2.27, 2.73, 3.18], [3.04, 2.30, 4.22], [3.00, -1.68, -0.44], [3.85, 0.15, -0.10], [1.42, 2.43, -1.15], [3.30, -0.16, -1.75], [2.10, -2.38, 1.27], [3.04, -0.28, -0.69], [3.80, -2.76, 1.12], [-4.29, -2.21, 0.53], [0.60, 1.44, 3.56], [1.80, 0.77, 2.46], [-2.21, 0.05, -1.17], [-0.53, 2.14, -2.36], [1.20, 1.71, 2.65], [-3.57, -1.88, -2.36], [-1.70, 2.09, -0.46], [-4.07, 0.01, -0.14], [-5.04, -2.47, -1.62], [-1.24, 1.12, -0.61], [0.99, -0.28, -0.02], [3.06, -1.98, 0.94], [1.22, 1.39, -1.42], [3.32, -1.12, 1.55], [-0.75, 0.78, 0.29], [1.74, 0.45, -0.34], [-0.97, -2.02, -1.76], [-0.41, 0.03, -2.59], [-3.47, -4.34, -1.91], [-2.65, -2.66, 0.16], [-0.25, 1.25, -1.80], [-1.18, -0.82, -1.84], [-3.47, -2.03, -0.18], [-2.82, 0.56, -1.91]],
  "e_tot_ha": -3459.19988,
  "lumo_energy_ev": 3.9,
  "orbital_gap_ev": 2.40,
  "charge": -2
}

=====

{
  "formula": "C24H56BF9N6O4P2Si",
  "method": "ωB97M-V/def2-TZVPD",
  "elements": ["O", "F", "C", "H", "B", "H", "H", "C", "H", "H", "N", "H", "F", "C", "C", "F", "H", "O", "H", "H", "H", "H", "O", "H", "H", "H", "H", "H", "C", "H", "H", "C", "P", "H", "N", "C", "N", "H", "H", "Si", "N", "H", "C", "C", "C", "H", "H", "H", "C", "H", "C", "F", "H", "F", "H", "F", "H", "C", "H", "C", "C", "C", "H", "H", "C", "H", "H", "N", "P", "H", "H", "H", "H", "H", "N", "H", "H", "H", "C", "H", "C", "C", "H", "H", "H", "H", "O", "C", "C", "H", "C", "C", "H", "F", "H", "F", "H", "F", "H", "H", "H", "H", "H"],
  "coordinates": [[-1.85, -1.80, 1.77], [-4.47, 2.05, -5.86], [-1.10, -4.98, 3.35], [-4.22, -1.28, -1.13], [-2.78, 0.26, -2.25], [3.93, 2.58, 1.75], [5.24, 1.56, 2.87], [-4.45, 0.82, -5.00], [4.92, 3.01, -0.36], [7.61, 1.24, -1.34], [-1.49, -1.60, 4.10], [-2.81, -1.83, 5.74], [-6.65, 3.10, -4.19], [3.14, 1.86, 1.53], [-0.68, -4.36, 1.09], [-7.91, 3.03, -1.67], [1.60, -0.02, 0.66], [3.70, -1.27, 0.72], [-1.03, -3.67, 0.31], [0.28, 4.78, -0.56], [-2.07, 0.63, -0.42], [-0.11, -5.39, 3.57], [-1.64, -0.05, -5.14], [1.90, -4.23, 2.90], [-3.00, 3.23, -3.49], [1.48, 1.38, -0.43], [7.87, 0.64, 0.32], [6.03, 0.33, 3.77], [5.83, 2.56, 0.05], [1.03, 0.17, -4.23], [5.95, 2.85, 1.09], [-2.15, 2.65, -4.08], [-0.67, -2.22, 2.68], [7.20, -1.43, 1.42], [0.69, -2.70, 3.73], [-0.70, 4.26, -2.56], [-1.04, -3.86, 2.42], [5.74, -2.39, 1.68], [2.24, -0.10, -1.00], [-2.77, 0.78, -4.10], [3.44, 1.05, 0.35], [-1.72, 4.84, -2.73], [0.42, -0.65, -3.63], [-5.80, 0.64, -4.10], [0.76, -2.99, 5.15], [0.16, -0.34, -2.53], [-2.89, 3.97, -0.74], [-2.10, 3.02, -5.20], [-2.28, -0.38, 3.84], [7.11, -0.39, -0.91], [-2.33, -2.43, 4.96], [-5.29, 2.51, -2.31], [6.65, 3.05, -0.49], [-6.91, 0.43, -5.12], [6.56, -1.67, 3.06], [-8.87, 1.47, -3.20], [-0.44, -1.78, -5.39], [-3.18, -1.28, -1.71], [-3.34, -2.01, -2.63], [-1.93, 4.22, -0.09], [1.88, -3.14, 3.02], [-0.67, 2.83, -3.39], [-2.01, 5.28, 0.39], [1.79, -3.11, 5.48], [5.93, 0.74, 2.76], [-1.90, 3.42, 0.77], [1.92, -2.69, 2.02], [5.86, 1.12, -0.14], [4.70, -0.16, 0.32], [-0.33, 1.94, -2.71], [-2.30, -1.76, -1.06], [-2.48, 0.17, 4.78], [-1.75, 0.31, 3.18], [0.15, 4.98, -2.99], [5.47, -0.29, 1.84], [0.25, -3.91, 5.41], [1.12, -1.60, -3.55], [-3.12, -2.94, 4.39], [-6.28, 1.96, -3.26], [-1.58, -1.92, -3.91], [7.18, 0.64, -0.53], [-0.52, 4.01, -0.95], [0.40, -4.47, 0.98], [2.80, -2.83, 3.53], [0.14, 2.92, -4.26], [-0.17, 2.90, -0.72], [-2.39, 1.22, -1.17], [6.28, -1.49, 2.01], [2.13, 0.55, -0.12], [-1.76, -3.16, 5.52], [-7.67, 1.71, -2.36], [-0.91, -1.15, -4.50], [-3.26, -0.61, 3.38], [-7.47, 0.72, -1.26], [0.37, -2.16, 5.76], [-4.44, -0.33, -5.98], [6.91, 1.14, 2.47], [-5.84, -0.64, -3.29], [2.27, 2.50, 1.35], [-1.59, -4.73, 4.29], [-1.70, -5.79, 2.94], [-1.14, -5.33, 0.87], [2.94, 1.25, 2.41]],
  "smiles": "CCCCC[Si@@](OCC)(B(C)O)C(F)(F)C(F)(F)C(F)(F)C(F)(F)F.CN(C)P(=O)(N(C)C)N(C)C.CN(C)P(=O)(N(C)C)N(C)C",
  "e_tot_ha": -3472.89618,
  "lumo_energy_ev": -1.6,
  "orbital_gap_ev": 6.32
}

=====

{
  "formula": "CH5N2O2",
  "method": "ωB97M-V/def2-TZVPD",
  "elements": ["H", "C", "N", "H", "H", "O", "N", "O", "H", "H"],
  "coordinates": [[1.65, -0.06, 1.03], [1.27, 0.10, 0.03], [-1.07, 0.68, 0.19], [1.64, 0.99, -0.50], [-1.54, -1.48, -0.39], [-2.28, 0.42, 0.08], [-0.14, -0.18, -0.08], [-0.56, -1.33, -0.69], [-0.88, 1.54, 0.88], [1.89, -0.66, -0.54]],
  "smiles": "CN(O)[NH+]=O",
  "e_tot_ha": -300.63460,
  "lumo_energy_ev": -6.5,
  "orbital_gap_ev": 9.82,
  "charge": 1
}

=====

{
  "formula": "C2H4NO3S2",
  "method": "ωB97M-V/def2-TZVPD",
  "elements": ["O", "S", "N", "O", "C", "O", "C", "H", "H", "S", "H", "H"],
  "coordinates": [[-0.54, -0.46, 0.04], [1.28, -1.44, 2.26], [0.83, 1.23, -0.71], [-3.09, -0.92, -0.36], [1.56, -0.12, 1.09], [-1.88, -0.74, -2.45], [0.56, 0.17, 0.23], [-0.05, 1.40, -1.28], [0.07, -1.48, 1.61], [-2.15, -0.17, -1.15], [2.44, 0.41, 1.05], [0.96, 2.12, -0.33]],
  "e_tot_ha": -1155.49249,
  "lumo_energy_ev": 3.5,
  "orbital_gap_ev": 6.69,
  "charge": -1
}

=====

{
  "formula": "C4H7FS",
  "method": "ωB97M-V/def2-TZVPD",
  "elements": ["C", "H", "F", "H", "C", "H", "C", "H", "S", "C", "H", "H", "H"],
  "coordinates": [[-1.00, -0.34, 0.06], [-0.66, 1.75, -0.78], [-1.47, -0.75, -1.17], [-1.88, -0.17, 0.74], [1.19, 0.86, -0.40], [1.74, 1.03, 0.47], [0.00, -1.39, 0.47], [1.57, 1.14, -1.44], [1.42, -0.99, -0.57], [-0.28, 1.03, -0.08], [0.23, -1.36, 1.58], [-0.39, 1.58, 0.89], [-0.48, -2.39, 0.23]],
  "smiles": "F[C@@H]1CCSC1",
  "e_tot_ha": -654.63824,
  "lumo_energy_ev": 0.9,
  "orbital_gap_ev": 9.48
}

=====

{
  "formula": "C27H57ClGaO12S6",
  "method": "ωB97M-V/def2-TZVPD",
  "elements": ["H", "O", "H", "C", "H", "H", "H", "H", "C", "H", "C", "S", "H", "C", "C", "H", "H", "S", "H", "S", "C", "H", "H", "H", "H", "H", "O", "C", "O", "C", "O", "O", "C", "Ga", "C", "H", "O", "C", "H", "O", "H", "C", "C", "H", "H", "H", "C", "H", "C", "O", "H", "H", "S", "H", "C", "H", "H", "Cl", "H", "C", "O", "H", "S", "H", "H", "H", "H", "H", "C", "H", "H", "H", "C", "H", "H", "H", "C", "H", "H", "C", "H", "C", "H", "H", "O", "O", "C", "H", "H", "H", "C", "C", "C", "H", "H", "H", "H", "H", "H", "H", "H", "C", "O", "S"],
  "coordinates": [[-0.56, -6.90, 1.01], [3.90, -1.55, -9.43], [3.31, 0.12, -7.43], [-1.72, 1.75, 2.84], [-0.21, 8.58, 3.03], [5.63, -0.65, -6.30], [-0.08, -3.13, 0.54], [4.93, -3.55, -6.90], [0.75, -5.07, -6.19], [-4.26, 8.13, 1.41], [0.65, -2.69, -1.46], [3.55, -2.11, -8.15], [0.30, 4.06, 5.93], [-0.58, -5.84, -6.24], [3.62, -1.18, -5.70], [1.64, -2.76, 0.46], [-4.55, -7.24, -0.42], [-0.27, 1.10, 3.70], [5.57, -2.00, -5.17], [-2.43, -6.50, 2.42], [2.19, 4.99, 5.84], [-1.48, -7.27, -4.82], [-2.07, 0.98, 2.14], [-1.32, 0.40, 5.67], [0.55, 7.86, 6.51], [-4.10, -5.63, 0.16], [-2.72, -5.19, 2.92], [-3.85, -6.69, 0.22], [0.10, -0.57, -2.95], [0.38, -1.00, 0.33], [-0.92, -5.36, -3.01], [0.84, 1.98, 3.45], [3.08, 6.08, 6.46], [-0.37, 6.52, 6.63], [-2.74, 2.08, 3.93], [-1.42, -5.16, -6.08], [2.48, -1.24, -2.77], [5.07, -1.55, -6.03], [-2.20, -7.98, -0.35], [-3.27, 8.10, 3.84], [-1.28, -5.29, 0.75], [5.04, -2.52, -7.21], [0.99, -4.69, -4.72], [2.74, 6.32, 7.47], [-2.59, 2.49, 6.07], [-0.06, 1.63, 6.00], [0.66, -2.49, 0.06], [2.34, -0.28, -0.29], [-1.11, 8.92, 2.53], [-0.13, -0.31, 3.42], [1.35, -3.45, -1.81], [2.73, 4.04, 5.87], [-2.38, 7.68, 2.80], [-0.48, 9.92, 0.71], [2.96, -0.84, -7.03], [0.57, -0.73, 1.37], [2.04, -4.68, -4.44], [1.09, 4.04, 8.13], [-1.40, 2.63, 2.29], [-1.49, -6.35, 0.88], [-1.84, -7.49, 3.28], [-0.72, -6.32, -7.21], [1.18, -1.11, -2.16], [-1.47, 9.84, 2.98], [-3.38, 1.21, 4.12], [3.06, 7.00, 5.89], [-1.38, 6.51, 5.40], [2.01, 5.21, 4.78], [-1.95, 2.43, 5.19], [-4.78, -6.78, 2.22], [3.11, -2.02, -5.23], [1.56, -5.70, -6.54], [-1.02, 9.02, 1.01], [1.87, -0.86, -7.02], [4.12, 5.74, 6.53], [1.01, 0.80, -0.78], [-3.92, -7.16, 1.66], [-0.49, 8.16, 0.61], [-3.87, -8.25, 1.74], [-0.89, 1.35, 5.35], [-2.93, 10.00, 0.74], [0.83, 4.83, 6.48], [-2.18, -6.42, -1.17], [-0.34, -2.89, -1.86], [-1.77, 6.38, 2.74], [2.64, -3.23, -8.09], [-2.47, 9.04, 0.50], [0.18, -7.68, -5.35], [0.74, -4.18, -6.82], [-3.13, 6.96, 0.68], [-3.22, 7.90, 1.21], [-2.39, -6.91, -0.22], [-0.52, -6.87, -5.12], [5.88, -2.42, -7.89], [-1.48, 3.41, 5.07], [-0.66, -0.77, 0.11], [-1.14, 6.50, 8.03], [3.56, -0.35, -5.00], [-2.52, 8.92, -0.59], [0.52, -3.74, -4.46], [-3.39, 2.90, 3.62], [1.30, -0.23, -0.61], [1.14, -6.76, -3.04], [0.17, -5.96, -3.74]],
  "e_tot_ha": -6739.90037,
  "lumo_energy_ev": 1.4,
  "orbital_gap_ev": 6.22,
  "charge": -1
}

=====

{
  "formula": "C36H29BrN2O6PPbSe2",
  "method": "ωB97M-V/def2-TZVPD",
  "elements": ["C", "H", "Se", "H", "C", "O", "H", "C", "O", "O", "H", "H", "C", "Se", "C", "C", "H", "Br", "C", "C", "C", "C", "Pb", "O", "C", "H", "N", "C", "C", "C", "H", "C", "C", "H", "H", "C", "H", "C", "H", "C", "O", "C", "C", "C", "C", "H", "H", "C", "N", "C", "C", "P", "C", "H", "O", "H", "C", "C", "C", "H", "H", "C", "H", "H", "H", "H", "H", "H", "C", "H", "H", "H", "H", "H", "C", "C", "C", "C"],
  "coordinates": [[-1.46, 2.29, -3.31], [3.43, 4.82, -4.04], [-2.08, -0.90, -1.45], [0.08, 5.48, -0.90], [-6.40, -1.28, -4.66], [0.50, 4.76, -0.45], [3.83, -0.67, 2.78], [4.32, -0.03, 4.79], [-0.37, 2.19, -0.24], [-3.01, -5.42, 4.54], [1.29, 0.97, -0.25], [-1.99, 1.98, -7.16], [2.02, 4.89, -2.40], [-4.62, 1.84, -1.47], [-0.86, 2.99, -5.52], [6.82, -1.21, 4.33], [-1.74, -5.47, 6.23], [0.35, 1.22, 5.28], [2.97, 0.39, 5.18], [-1.89, -5.99, 5.24], [-4.37, -0.73, -3.56], [2.17, 1.80, 3.20], [-1.82, 0.98, 0.83], [-0.38, -0.73, 1.29], [2.90, 4.27, -3.26], [3.16, 2.19, 2.98], [1.30, 1.83, 2.30], [-2.41, -4.54, 3.66], [-4.41, -2.56, -5.17], [2.43, 2.23, -2.11], [-2.71, -1.95, -3.91], [-1.06, -4.75, 3.55], [-3.74, -1.81, -4.23], [0.10, 3.70, -3.79], [2.48, 2.95, 1.19], [1.67, 2.88, -1.16], [2.71, 0.05, 6.17], [0.98, 2.05, -0.12], [-3.40, 0.68, -5.55], [-1.79, 2.09, -6.11], [-0.77, -5.83, 4.38], [3.05, 2.89, -3.16], [-0.81, -2.95, 2.05], [-0.22, -3.98, 2.80], [-2.18, -2.73, 2.13], [-4.08, -3.34, 2.98], [-7.51, -1.19, -4.70], [-5.70, -0.44, -3.85], [1.56, 2.53, 1.20], [6.55, -0.60, 5.56], [4.64, -0.64, 3.56], [-3.43, 0.42, -2.57], [5.85, -1.27, 3.32], [-2.02, -7.07, 5.40], [1.19, -2.32, 1.04], [-6.45, -2.93, -6.00], [0.09, -1.89, 1.41], [5.32, -0.09, 5.79], [1.40, 4.22, -1.33], [1.86, 5.97, -2.55], [0.82, -4.18, 2.80], [-5.78, -2.31, -5.38], [-1.27, 2.28, -2.20], [-0.18, 3.67, -6.15], [5.14, 0.39, 6.71], [-2.60, -1.83, 1.72], [2.50, 1.19, -2.09], [7.32, -0.62, 6.33], [2.04, 1.12, 4.51], [7.70, -1.85, 4.21], [6.03, -1.72, 2.34], [-6.27, 0.33, -3.36], [3.71, 2.34, -3.81], [-3.90, -3.32, -5.66], [-2.40, 1.38, -3.80], [-3.02, -3.52, 2.95], [-2.60, 1.35, -5.17], [-0.62, 3.04, -4.14]],
  "e_tot_ha": -9861.34894,
  "lumo_energy_ev": 2.3,
  "orbital_gap_ev": 7.57,
  "charge": -1
}

=====

{
  "formula": "C46H52N4O6P2Ru",
  "method": "ωB97M-V/def2-TZVPD",
  "elements": ["C", "C", "H", "H", "C", "H", "C", "H", "C", "H", "O", "C", "C", "C", "H", "H", "H", "C", "H", "H", "C", "C", "H", "H", "H", "H", "C", "C", "C", "C", "H", "H", "C", "O", "H", "O", "H", "H", "C", "C", "H", "H", "H", "O", "C", "H", "N", "O", "H", "H", "H", "C", "H", "H", "H", "C", "H", "C", "H", "H", "H", "C", "H", "H", "H", "C", "H", "N", "C", "C", "C", "Ru", "C", "C", "C", "C", "O", "C", "P", "H", "C", "H", "C", "C", "C", "C", "H", "C", "H", "C", "C", "P", "H", "H", "C", "H", "C", "H", "H", "N", "H", "H", "C", "C", "C", "C", "H", "H", "H", "H", "N"],
  "coordinates": [[-3.55, -1.52, -1.16], [2.58, -3.80, -1.35], [2.01, 0.88, -6.23], [4.25, 4.35, -2.36], [-2.72, -2.59, 4.38], [-0.08, 3.68, -0.15], [1.70, -1.36, -4.69], [-2.37, -4.83, 0.92], [-1.09, -2.98, 0.87], [4.18, -4.99, -0.54], [-0.46, -0.65, -1.56], [-5.44, 0.50, -1.41], [1.95, 0.07, -4.25], [3.10, 2.81, -1.41], [-3.06, -2.45, 5.40], [-6.18, 1.29, -1.51], [-3.77, -2.88, 1.24], [-1.26, -4.74, 2.75], [-5.20, 2.08, 4.37], [2.37, 2.00, 2.49], [-2.00, 2.80, 3.46], [-0.93, 3.07, -2.04], [-6.20, -0.64, -3.06], [-2.42, 2.57, -0.56], [3.06, -0.42, 3.68], [0.19, 3.55, -3.82], [-0.23, 4.09, -1.15], [-0.89, -1.70, 2.87], [-4.48, 0.58, -0.42], [-4.09, 0.95, 2.94], [-1.21, -2.96, -0.21], [0.39, 0.92, -5.49], [-4.26, 1.97, 3.85], [1.28, 0.30, -2.96], [4.58, -0.97, 1.92], [-1.22, 0.42, -3.79], [-1.29, 4.49, -3.59], [-0.85, 4.99, -1.07], [1.46, 1.05, -5.30], [4.13, -3.01, 0.29], [-0.39, -4.62, 4.64], [2.47, 2.59, -2.26], [0.63, -1.56, -4.71], [-0.22, 1.81, -1.81], [3.90, -0.63, 1.13], [-4.63, -2.87, 3.51], [0.32, -2.88, 1.23], [0.46, 2.04, 1.52], [2.19, -4.57, -1.99], [2.19, -2.07, -4.02], [1.65, -2.19, 3.97], [3.68, -4.02, -0.54], [-0.88, -0.67, 3.23], [5.62, 4.75, -0.30], [5.15, 3.40, 1.73], [-4.51, -1.60, -2.15], [4.98, -3.15, 0.95], [-0.89, -4.09, 3.84], [4.03, -0.14, -4.77], [-2.80, -2.30, -1.09], [-1.20, 3.50, 3.67], [0.43, -2.15, 2.26], [4.05, 1.48, 2.71], [-2.92, 3.82, -1.71], [3.67, 1.36, -3.91], [-2.87, 0.84, 2.27], [4.47, 0.05, 0.49], [2.85, 2.09, -0.31], [-1.79, 1.76, 2.51], [1.97, -2.56, -1.30], [-5.46, -0.59, -2.28], [1.27, 0.44, -0.31], [4.58, 3.25, 0.83], [-3.56, -2.81, 3.37], [-1.23, -2.63, 4.09], [2.25, -0.46, 2.94], [-0.90, 0.40, 0.85], [1.75, -1.91, 2.91], [-0.32, 0.40, -2.64], [-4.52, -2.44, -2.83], [3.47, -1.79, 0.27], [1.09, -2.33, -1.88], [-1.86, -1.91, 1.70], [4.08, 3.78, -1.45], [3.43, 0.29, -3.97], [3.57, 2.30, 0.79], [2.10, -1.51, -5.69], [-1.96, -4.08, 1.59], [1.45, 0.20, 3.28], [-0.67, 1.55, 1.70], [-3.20, 2.89, 4.10], [-2.34, -0.30, 1.04], [-0.67, -2.27, 4.96], [-2.85, 2.13, -2.23], [-3.53, -0.44, -0.29], [1.64, 2.08, -4.99], [-0.85, 3.50, -3.50], [2.48, -2.58, 2.47], [-1.05, -5.80, 2.66], [2.77, 0.13, 1.68], [3.71, -0.19, -3.03], [0.73, 4.38, -1.56], [-2.37, 2.88, -1.61], [-2.99, -2.94, 1.99], [4.83, 4.00, -0.31], [3.21, 1.49, 2.01], [-3.35, 3.67, 4.83], [-4.88, 0.25, 2.74], [-4.47, 1.43, 0.25], [-1.39, 2.80, -4.14], [2.42, -1.57, -0.53]],
  "e_tot_ha": -3232.04855,
  "lumo_energy_ev": [-2.0, -2.5],
  "multiplicity": 6,
  "s2": 8.78,
  "orbital_gap_ev": [5.95, 8.16],
  "charge": 1
}

=====

What did the first record say?
{
  "formula": "C2H6O2",
  "method": "ωB97M-V/def2-TZVPD",
  "elements": ["C", "H", "H", "O", "H", "O", "C", "H", "H", "H"],
  "coordinates": [[-0.82, 0.63, -0.13], [0.67, -0.82, 1.59], [0.34, 1.27, -1.57], [0.30, 1.36, -0.74], [0.74, -2.00, 0.48], [-0.55, -0.72, -0.20], [0.66, -1.05, 0.42], [-1.03, 0.88, 0.78], [-1.90, 0.84, -0.68], [1.59, -0.39, 0.04]],
  "smiles": "COCO",
  "e_tot_ha": -230.17269,
  "lumo_energy_ev": 1.0,
  "orbital_gap_ev": 11.18
}